118
Properties=species:S:1:pos:R:3:forces:R:3 method="wB97M-V/def2-TZVPD" lumo_ev=1.69 energy_ha=-2614.79009 total_charge=-1 multiplicity=1 homo_lumo_gap_ev=5.77
H -2.64021 -3.37889 -2.10248 0.088 -0.231 -0.084
H 6.92789 -2.84134 5.02334 0.341 0.143 0.049
C -0.05609 -7.16233 -3.59140 0.244 -0.169 -0.159
H -7.35260 -0.36026 -0.05401 1.168 0.840 -0.559
H 0.35490 2.76669 -1.08577 -1.725 0.136 0.388
H -3.81219 5.99672 -5.73112 0.206 0.078 0.229
O -1.12392 -6.84808 -2.70135 0.065 0.174 0.056
H -0.54586 10.55586 -4.60700 0.150 -0.067 -0.003
H 4.21278 -3.60682 1.97106 0.134 0.192 0.064
H -5.50686 3.13330 1.90960 0.116 -0.588 -1.600
C 3.70115 -2.64222 2.03541 -0.506 -0.363 0.370
C 11.93859 -1.98430 7.17674 0.557 -0.141 0.075
O 4.57612 -1.57656 1.64212 0.701 0.012 -0.042
H 7.64292 -4.00913 6.14278 0.251 0.026 -0.064
H -3.71911 7.73977 -6.03631 0.149 -0.040 -0.107
H 1.89126 -4.76782 1.22519 -0.216 0.009 0.107
C 7.77895 -0.39442 2.31529 0.417 0.151 0.136
C -4.26546 -4.14458 -3.32563 0.202 -0.074 -0.197
C 1.00750 -4.98995 0.62059 0.277 -0.565 -0.141
H 0.36391 -8.12163 -3.28555 -0.243 0.081 0.152
H 3.92480 -2.41568 4.17916 -0.015 -0.088 -0.114
O -0.52024 7.89884 -3.90425 -0.165 -0.267 -0.357
H 1.28627 -4.84203 -0.42500 -0.240 0.243 0.081
O 6.47929 -0.53256 1.74224 -0.194 -0.422 0.056
H 8.28860 0.41897 1.79753 -0.299 -0.054 -0.079
C 9.88019 -2.73277 6.32724 -0.045 0.107 -0.238
H 8.36724 -1.30551 2.19014 -0.154 0.031 0.125
O -7.41483 -2.20844 -3.45853 0.599 5.689 0.889
C -6.20238 0.92218 -1.61375 0.632 -0.204 0.551
H -3.69094 -4.18132 -4.25466 0.056 0.090 0.120
H -5.70477 5.28818 -1.77544 0.542 -1.631 0.517
H 13.90493 -2.61687 6.54461 -0.050 0.049 0.004
H -3.39618 2.40725 -2.38814 0.393 1.439 0.364
H -4.67890 2.25272 0.47236 -1.135 0.936 0.439
C 12.91047 -2.47221 6.11806 -0.116 -0.188 -0.235
C -3.13224 6.82376 -5.93869 -0.389 -0.172 -0.302
H -1.76254 -0.25060 0.85131 0.727 1.386 -0.215
C -6.73864 1.52832 0.95314 0.520 -0.317 -0.169
C -7.41019 -0.81788 -3.29114 -1.466 -4.171 -0.972
H -4.85227 -3.22301 -3.32099 -0.174 -0.133 0.032
C -3.35491 -4.20671 -2.11326 -0.619 0.676 -0.296
H 2.66353 -1.41557 3.47761 -0.080 -0.098 -0.121
H 1.22207 8.56694 -3.09316 -0.256 -0.227 -0.025
H -2.59876 6.60754 -6.86611 -0.001 0.170 0.115
H -5.51329 3.53099 -2.25643 -0.049 0.792 1.443
H 12.31644 -1.05902 7.61707 -0.311 0.049 -0.120
H -2.21635 -3.60342 4.04287 0.174 0.052 0.036
C -6.19027 3.94888 -0.06755 -0.239 -0.281 -0.446
H -7.80835 1.94184 0.88379 1.554 -0.531 -0.102
C 0.53785 -6.41933 0.81936 -0.254 -0.056 0.230
H -5.54184 0.33055 -3.65708 -0.841 -0.761 1.296
C -0.28550 -3.82856 2.20201 -0.262 -0.125 -0.364
O 10.15328 -3.89077 6.53192 -0.079 0.442 0.018
C -6.03978 -0.19321 -2.75005 0.323 0.751 -0.296
H -0.09678 0.53985 0.96657 -1.465 0.286 -0.093
O -1.20752 -4.77771 -3.63918 0.122 -0.430 0.309
H 0.91722 10.94446 -3.68883 -0.013 -0.064 0.027
H -5.27085 -0.98154 -2.40881 -1.441 0.993 -0.415
H 0.73346 -6.40956 -3.54629 -0.175 0.029 -0.105
O -8.39578 -0.06428 -3.57480 2.607 -1.103 0.925
H -5.54824 -0.22191 0.27816 -1.259 0.782 -0.968
H -6.28877 4.92476 0.54655 0.378 -1.582 -0.880
H 12.58114 -3.42006 5.68617 0.017 0.041 0.160
C -5.64520 2.73534 0.83817 -1.226 -0.359 0.807
C 3.13645 -2.39948 3.42264 0.186 0.093 0.244
H -0.43770 -7.25912 -4.61029 0.115 0.161 0.048
C 5.80610 -1.60975 2.17808 -0.479 0.229 -0.087
H -3.41162 4.11134 -0.10285 -0.512 0.137 -1.443
C -1.62217 -5.60752 -2.86677 -0.772 0.359 0.140
H 11.83032 -2.70809 7.98925 -0.136 -0.022 -0.200
H 7.69342 -0.13372 3.37260 0.063 -0.187 -0.052
H -2.20268 0.94024 -1.34428 1.352 0.437 0.566
H -3.45629 5.45471 -1.38953 -0.209 -1.716 0.589
H 2.88484 -2.66101 1.31008 0.236 0.266 -0.097
H 8.28661 -3.83337 4.47529 -0.042 -0.026 0.154
C 7.86048 -3.30943 5.33322 -0.539 -0.332 -0.060
H -7.00461 1.70294 -1.83559 0.924 -1.261 -0.047
C -5.34135 4.25657 -1.39297 0.069 0.913 0.148
O -1.31710 -2.97454 2.28674 0.467 -0.245 -0.058
H -5.19399 1.48974 -1.57104 -1.592 -0.836 0.021
H 1.31259 -7.12572 0.51490 -0.016 0.062 -0.032
H -2.48103 -1.91121 3.58839 0.108 -0.108 -0.283
H -3.29927 3.99126 -3.30877 0.367 -0.868 1.492
C -1.74280 -2.71322 3.62299 -0.243 0.189 0.381
C -3.01750 3.47998 -2.30840 0.557 0.874 -0.255
C 0.57056 8.82603 -3.93046 0.333 0.477 0.036
H -1.02722 4.58579 -2.30980 -0.630 -1.622 0.363
H -7.26920 3.67272 -0.36972 1.647 0.522 0.325
H -6.66502 1.03147 1.99131 -0.036 0.791 -1.476
C -1.41106 3.49852 -2.23244 -0.136 -0.263 -0.392
O -1.03314 8.43518 -6.05494 -0.014 -0.262 0.334
O 0.30649 -4.32044 3.13368 -0.124 0.227 -0.266
H -0.53913 10.34092 -2.86443 0.167 -0.041 0.034
H -1.60849 1.58115 1.31979 0.531 -1.477 -0.891
C -1.23588 7.81454 -5.03913 -0.130 0.053 0.225
O -0.04565 -4.06022 0.90046 0.000 0.376 0.468
H -1.01305 2.98150 -3.18982 -0.609 0.692 1.501
H -0.90950 -2.38866 4.24919 -0.030 -0.179 -0.078
H -3.95612 -4.12578 -1.20525 0.192 -0.292 0.000
H -0.36738 -6.61016 0.23749 0.147 0.039 -0.123
H 1.15766 8.70745 -4.84537 -0.241 -0.022 -0.009
H -1.05140 3.25755 0.02854 0.243 -0.684 -1.536
O 8.75048 -2.27730 5.76321 0.540 -0.066 0.366
C -0.79474 2.73629 -0.96328 0.460 -0.227 -0.565
H 2.40002 -3.16317 3.67868 0.014 0.051 -0.089
C -1.18757 0.72121 0.68035 0.401 0.155 -0.789
O -2.23280 6.93861 -4.83679 0.476 0.266 -0.029
C 0.07693 10.25138 -3.76266 -0.285 0.081 -0.137
H -4.94604 -4.99920 -3.33900 -0.081 0.168 0.149
C -1.18600 1.17154 -0.88339 0.159 0.252 0.860
O 6.22924 -2.44773 2.93907 -0.095 0.274 -0.446
H -0.37922 0.57877 -1.44602 -1.348 0.737 0.752
O -2.67058 -5.46874 -2.04246 0.897 -0.369 -0.127
H 12.97575 -1.75408 5.29681 0.062 0.064 0.151
H 0.28983 -6.61198 1.86578 0.147 0.063 -0.053
C -6.46293 0.34926 -0.14383 -0.097 0.540 1.060
C -3.74647 4.35677 -1.16505 -0.104 0.364 -1.168
O 10.66477 -1.67468 6.60040 -0.368 -0.183 0.079